DFT (ωB97M-V/def2-TZVPD) results for a molecular structure, C21H26AuN3O3S2.

Calculated values
- gap between HOMO and LUMO (eV) = 7.11
- lowest unoccupied orbital energy (eV) = 0.33

```
! RIJCOSX wB97M-V def2-TZVPD def2/J DEFGRID3
* xyz 0 1
Au -0.14 -0.52 0.29
C -0.09 7.23 2.46
O -0.13 6.21 1.48
C 0.02 4.92 1.90
C 0.10 4.55 3.25
C 0.28 3.23 3.56
C 0.41 2.21 2.59
C 0.64 0.84 3.00
C 0.32 0.38 4.41
O 1.06 -0.04 2.24
C 0.30 2.59 1.20
O 0.36 1.78 0.21
C 0.09 3.97 0.92
H -0.14 8.17 1.93
H 0.83 7.19 3.04
H -0.95 7.16 3.15
H 0.02 5.29 4.04
H 0.36 2.98 4.61
H 0.27 1.17 5.15
H 1.06 -0.36 4.70
H -0.66 -0.11 4.37
H 0.02 4.26 -0.12
S 4.42 -0.15 -0.22
C 2.72 0.07 -0.41
N 2.02 -1.01 -0.55
C 2.82 -2.13 -0.51
C 2.39 -3.45 -0.65
C 3.33 -4.46 -0.62
C 4.69 -4.19 -0.44
C 5.13 -2.88 -0.29
C 4.18 -1.87 -0.33
H 2.26 1.06 -0.37
H 1.34 -3.66 -0.79
H 3.01 -5.49 -0.72
H 5.40 -5.00 -0.41
H 6.18 -2.66 -0.15
C -3.27 0.87 -3.08
C -1.92 0.21 -2.84
N -2.05 -1.24 -2.66
C -2.22 -1.84 -1.49
S -2.44 -0.98 -0.02
N -2.26 -3.18 -1.45
C -2.31 -4.09 -2.58
C -3.71 -4.21 -3.18
H -3.14 1.95 -3.20
H -3.92 0.70 -2.22
H -3.75 0.47 -3.97
H -1.45 0.62 -1.95
H -1.26 0.37 -3.68
H -1.99 -1.81 -3.49
H -2.45 -3.55 -0.53
H -1.98 -5.07 -2.22
H -1.60 -3.77 -3.34
H -4.42 -4.56 -2.43
H -3.70 -4.93 -4.00
H -4.06 -3.25 -3.56
*
```

These are the natural (NBO) partial charges, in e, on atoms 1 to 5: atom 1 (Au): 0.73, atom 2 (C): -0.25, atom 3 (O): -0.49, atom 4 (C): 0.35, atom 5 (C): -0.41